Entry from OMol25: the molecule HNO3S at a distorted geometry (ωB97M-V with the def2-TZVPD basis set).

Geometry as XYZ:
```
6
Properties=species:S:1:pos:R:3:forces:R:3
N 0.008891 -0.668504 -0.612544 -0.932 -0.373 0.577
O -0.698241 -0.977720 0.320045 -0.145 -0.837 -1.232
O 0.097035 -1.105410 -1.746695 0.231 0.981 2.267
O 0.812187 0.425579 -0.296459 1.102 -0.134 -2.752
S 0.591256 1.357568 1.032675 -2.648 -0.410 1.604
H -0.811127 0.968488 1.302977 2.392 0.772 -0.464
```
Positions in Å, forces in eV/Å.

## Properties
ΔE to the lowest compared entry with this formula, charge and spin = 2.083 eV
E = -679.0753 hartree
HOMO energy = -9.8678 eV


Entry from OMol25: a structure of composition HNO4P at a distorted geometry (ωB97M-V with the def2-TZVPD basis set).

Geometry as XYZ:
```
7
Properties=species:S:1:pos:R:3:forces:R:3
N 0.257845 1.243413 1.014101 1.202 0.223 -1.703
O -0.778845 1.089741 1.346787 -3.521 -0.364 1.888
O 0.832121 -0.448721 0.539711 0.590 -1.840 -0.227
O 1.132174 1.830845 0.657367 1.913 1.641 0.002
O -0.743957 -0.854610 -1.196019 -0.530 0.479 -0.196
P 0.465178 -1.508498 -0.463852 0.706 0.180 0.777
H -1.164516 -1.352170 -1.898096 -0.359 -0.320 -0.541
```
Positions in Å, forces in eV/Å.

## Properties
charge = +1
ΔE to the lowest compared entry with this formula, charge and spin = 0.128 eV
E = -697.2669 hartree
HOMO energy = -16.4650 eV


Entry from OMol25: the molecule HNO5 at a distorted geometry (ωB97M-V with the def2-TZVPD basis set).

Geometry as XYZ:
```
7
Properties=species:S:1:pos:R:3:forces:R:3
N 1.310213 0.156564 0.295614 -3.247 0.647 0.203
O 0.175117 -0.751314 -0.129771 0.353 -0.529 -0.903
O 2.235200 -0.032315 -0.337250 3.609 -1.670 -2.473
O -1.034168 -0.511768 0.469322 0.667 -1.063 2.144
O 1.053175 0.971745 1.071335 -1.006 1.562 2.407
O -1.812231 0.344079 -0.251264 -0.246 -0.074 -2.916
H -1.927306 -0.176990 -1.117985 -0.130 1.127 1.537
```
Positions in Å, forces in eV/Å.

## Properties
SMILES = O=[N+]([O-])OOO
ΔE to the lowest compared entry with this formula, charge and spin = 0.109 eV
E = -431.2291 hartree
HOMO energy = -11.2265 eV


Entry from OMol25: a cluster of 2 separate species, HNO5S2 in total at a distorted geometry (ωB97M-V with the def2-TZVPD basis set).

Geometry as XYZ:
```
9
Properties=species:S:1:pos:R:3:forces:R:3
N -1.045398 -1.648656 1.079824 0.315 0.653 0.353
O 0.628007 -0.098292 0.064907 0.261 -0.358 -0.407
O -3.145747 -0.782302 -1.447868 0.427 0.869 1.540
O 0.480723 -2.437308 -0.826541 0.570 -0.665 -0.017
O -4.256672 0.023654 0.632597 2.120 -0.030 -0.467
O -0.470723 -0.809067 1.983832 0.154 -0.460 0.217
S -0.291411 -1.225957 -0.482440 0.479 0.592 -0.487
S -2.878614 -0.110803 -0.086279 -3.520 -0.530 -1.124
H 0.285710 -0.318776 1.348426 -0.807 -0.072 0.393
```
Positions in Å, forces in eV/Å.

## Properties
charge = -2
ΔE to the lowest compared entry with this formula, charge and spin = 0.805 eV
E = -1227.8119 hartree
HOMO energy (alpha / beta) = 1.4293 / 0.0220 eV


Entry from OMol25: a structure of composition HO2SSm at a distorted geometry (ωB97M-V with the def2-TZVPD basis set).

Geometry as XYZ:
```
5
Properties=species:S:1:pos:R:3:forces:R:3
Sm -0.630391 -0.511470 0.315719 -1.776 1.271 -0.793
S 1.618796 1.232931 -0.208662 -2.461 -0.130 0.212
O 0.010625 1.612385 -0.139408 1.440 -1.664 0.132
O -2.719763 -0.972040 -0.131156 3.276 0.542 0.639
H -3.170338 -0.924172 -0.973532 -0.479 -0.018 -0.191
```
Positions in Å, forces in eV/Å.

## Properties
spin multiplicity = 7
charge = +1
ΔE to the lowest compared entry with this formula, charge and spin = 0.000 eV
E = -1206.9359 hartree
HOMO energy (alpha / beta) = -14.1565 / -13.9006 eV


Entry from OMol25: a structure of composition HO5S2 at a distorted geometry (ωB97M-V with the def2-TZVPD basis set).

Geometry as XYZ:
```
8
Properties=species:S:1:pos:R:3:forces:R:3
O 1.292257 -1.708323 0.814067 2.065 0.275 -0.158
O -0.400588 -0.667031 -0.661825 0.319 -4.343 -1.577
O -0.855084 -2.729236 0.509681 -0.422 -0.934 -0.749
O 0.418488 1.522884 0.596885 0.151 0.091 1.203
O -0.769987 -0.730168 1.738804 1.587 1.419 0.022
S 0.455096 1.007784 2.043236 -1.050 -0.540 -1.312
S -0.088969 -1.534164 0.624409 -2.641 -0.843 1.409
H -0.449306 0.168308 -0.332384 -0.007 4.875 1.161
```
Positions in Å, forces in eV/Å.

## Properties
charge = -1
ΔE to the lowest compared entry with this formula, charge and spin = 1.371 eV
E = -1173.2009 hartree
HOMO energy (alpha / beta) = -3.7837 / -3.7834 eV